The following is a DFT calculation (ωB97M-V/def2-TZVPD) of 13 unconnected molecules or ions with the total composition C48H80Cl24I2N4O2P at a distorted geometry.

Geometry as ORCA input:
```
! wB97M-V def2-TZVPD RIJCOSX def2/J DEFGRID3
* xyz 1 1
C -1.72365 3.51053 3.16233
C -0.85036 3.97013 1.87547
C 0.30018 5.03200 2.17000
N -1.12469 3.43677 0.67081
C -1.17241 4.47121 -0.36377
C 0.04606 4.75727 -1.23563
C 1.33518 3.81317 -0.96718
I 3.14631 4.44765 0.03055
C 1.21787 2.47592 -1.47377
C 2.38085 1.36258 -1.29509
I -0.56063 1.77563 -2.55819
N 0.25283 5.69452 -2.23950
N -0.84394 6.42365 -2.40403
C -0.66738 7.45331 -3.49833
C -1.02150 6.82776 -4.95453
N -1.70061 5.69137 -4.90584
C -2.09434 6.34362 -1.77836
P -3.57869 7.50153 -2.17960
C -3.08933 9.23276 -1.49126
O -3.83644 7.61712 -3.87048
C -2.42121 5.33127 -0.66251
C -3.79735 5.12928 0.11049
O -4.36987 6.33294 0.69094
C -5.80647 6.11930 0.59139
C -6.67829 6.72471 -0.55970
C -8.21276 6.46586 -0.70388
C -9.00875 7.10283 -1.95787
C -8.97697 5.57931 0.31070
C -8.12877 4.95527 1.48037
C -6.58519 5.21640 1.62210
C -5.74036 4.51975 2.82440
C -6.80098 4.42487 4.06535
C -5.37891 3.00221 2.32658
H -2.24083 2.50751 3.00841
H -2.43596 4.38549 3.36269
H -0.96952 3.40604 4.02482
H 1.26843 4.53666 2.56305
H 0.61925 5.65752 1.26665
H -0.11619 5.76908 2.94499
H 2.83265 1.38332 -0.23973
H 1.88833 0.32184 -1.39982
H 3.17751 1.43456 -2.11474
H -1.19196 8.43800 -3.28800
H 0.45572 7.72587 -3.58569
H -0.75797 7.33689 -5.93828
H -1.91992 5.36287 -5.85990
H -3.44837 9.38184 -0.41572
H -3.57640 10.03420 -2.14330
H -1.93894 9.33494 -1.46561
H -4.61922 8.21058 -3.96560
H -4.61472 4.60468 -0.51554
H -3.57028 4.41751 0.99555
H -6.22237 7.39965 -1.37405
H -10.12055 7.24699 -1.75651
H -8.49112 8.07243 -2.27002
H -8.90527 6.35002 -2.82025
H -10.08708 5.38682 0.16292
H -8.71615 4.27982 2.19278
H -4.81074 5.12070 3.10872
H -6.28658 4.33322 5.08003
H -7.48210 3.52388 3.82286
H -7.51076 5.33316 4.09358
H -5.48593 2.89720 1.17902
H -4.26114 2.83863 2.56576
H -6.03195 2.22497 2.87181
Cl -8.38847 1.23953 4.35768
C -8.04870 -0.40737 3.76733
C -6.73686 -0.94482 4.30282
Cl -5.33552 -0.08380 3.61692
H -8.05890 -0.38365 2.67614
H -8.87220 -1.03890 4.10062
H -6.62610 -1.99168 4.03268
H -6.68283 -0.86722 5.39032
Cl 0.56486 2.69217 5.59038
C 1.99912 3.36809 6.40599
C 1.80811 4.82209 6.78787
Cl 1.75251 5.88957 5.36216
H 2.85753 3.23512 5.74547
H 2.16383 2.76817 7.30315
H 2.64721 5.15707 7.40070
H 0.88959 4.97073 7.35794
Cl -0.88240 -4.77643 -1.52026
C -1.20690 -3.03196 -1.36081
C -0.70992 -2.24647 -2.55763
Cl 1.06899 -2.20633 -2.64378
H -0.74719 -2.68565 -0.43350
H -2.28891 -2.91926 -1.26712
H -1.04574 -1.20976 -2.48643
H -1.08450 -2.66137 -3.49495
Cl 7.22411 1.73830 -1.43329
C 6.88631 3.48046 -1.28228
C 7.37930 4.26606 -2.48072
Cl 9.15767 4.32087 -2.56230
H 7.34123 3.83416 -0.35524
H 5.80269 3.58240 -1.19076
H 7.03412 5.29986 -2.41340
H 7.01039 3.84455 -3.41733
Cl -8.35839 -3.42721 4.39258
C -8.00715 -5.07200 3.80086
C -6.69130 -5.59972 4.33524
Cl -5.29303 -4.73265 3.64968
H -8.01822 -5.04854 2.70982
H -8.82669 -5.71091 4.13566
H -6.57572 -6.65147 4.06379
H -6.63813 -5.52143 5.42236
Cl 3.28609 -7.74626 -1.75406
C 2.96358 -6.00147 -1.59633
C 3.46059 -5.21680 -2.79370
Cl 5.23983 -5.17661 -2.88062
H 3.42404 -5.65484 -0.66944
H 1.88177 -5.88831 -1.50202
H 3.12513 -4.17985 -2.72241
H 3.08544 -5.63173 -3.73073
Cl -6.64139 -9.19009 1.24054
C -5.62508 -7.76720 0.89819
C -4.14813 -8.06716 1.05641
Cl -3.69775 -8.34615 2.75729
H -5.94300 -6.95772 1.55791
H -5.83435 -7.46984 -0.13145
H -3.55861 -7.21627 0.70878
H -3.85142 -8.94484 0.47964
Cl 10.98083 -7.27886 -1.65227
C 9.66794 -6.11705 -1.97734
C 8.74358 -6.59160 -3.08058
Cl 9.54110 -6.58582 -4.67429
H 10.12048 -5.15442 -2.21944
H 9.10674 -6.00525 -1.04678
H 7.88108 -5.92349 -3.15709
H 8.37558 -7.60124 -2.88992
Cl 9.01261 -2.48713 -2.42693
C 7.87351 -2.11366 -1.10946
C 8.27743 -2.76519 0.19807
Cl 8.09392 -4.53595 0.14251
H 6.87704 -2.42937 -1.42444
H 7.86645 -1.02728 -0.99640
H 7.63618 -2.40575 1.00557
H 9.31222 -2.53796 0.45978
Cl 2.68416 -12.84990 0.21927
C 3.74175 -11.45564 -0.11841
C 5.20754 -11.79079 0.06938
Cl 5.62032 -12.06323 1.78082
H 3.43151 -10.63212 0.52695
H 3.55791 -11.16370 -1.15472
H 5.82444 -10.95871 -0.27599
H 5.49146 -12.68163 -0.49339
Cl -1.43322 -10.14632 -1.69502
C -1.39450 -11.91442 -1.91905
C 0.01867 -12.44066 -2.07173
Cl 0.76202 -11.93459 -3.61011
H -2.01060 -12.15902 -2.78602
H -1.86001 -12.35506 -1.03513
H 0.00963 -13.53250 -2.06956
H 0.66336 -12.10455 -1.25800
Cl 13.80995 6.17176 -3.44171
C 12.87268 4.65803 -3.37870
C 13.34926 3.73585 -2.27450
Cl 14.96516 3.06553 -2.60951
H 12.93666 4.17965 -4.35747
H 11.83203 4.93801 -3.20368
H 12.66822 2.88726 -2.18128
H 13.38835 4.24850 -1.31184
*
```

HOMO ... -10.24 eV
LUMO ... -4.02 eV

The following is a DFT calculation (ωB97M-V/def2-TZVPD) of a molecular structure, C23H26IrN6O4PS.

Geometry as ORCA input:
```
! wB97M-V def2-TZVPD RIJCOSX def2/J DEFGRID3
* xyz 0 1
Ir -0.53908 -1.04243 -0.22221
O -2.08418 -0.52731 2.53056
S -3.09117 -1.10194 1.60255
O -3.95378 -2.08078 2.20397
O -3.78905 -0.03380 0.89513
O -2.19568 -1.89881 0.56866
N 1.01513 -0.18612 -1.39568
C 0.64451 1.16161 -1.80331
C 1.54425 2.11104 -2.18926
C 1.08576 3.36668 -2.64035
C -0.25322 3.62230 -2.73599
C -1.20170 2.64808 -2.34872
C -2.60888 2.81582 -2.44545
C -3.42905 1.80389 -2.06021
C -2.87922 0.62407 -1.50447
N -1.58640 0.46129 -1.36249
C -0.73999 1.42867 -1.83587
H 1.07663 -0.75921 -2.23926
H 1.94692 -0.19806 -0.99058
H 2.60566 1.89407 -2.16080
H 1.80444 4.12130 -2.92826
H -0.60647 4.57550 -3.10869
H -3.00779 3.74649 -2.82936
H -4.50410 1.88235 -2.12980
H -3.51760 -0.15423 -1.11628
C 0.45662 -2.73037 0.46219
C 0.40720 -3.16148 -0.94579
C -0.84672 -3.27785 -1.58399
C -0.92891 -3.37678 -2.97546
C 0.21942 -3.38003 -3.74605
C 1.47847 -3.31656 -3.12284
C 1.56556 -3.20439 -1.75766
C 0.13551 -3.46105 -5.17824
N 0.06959 -3.51023 -6.32455
H 1.47748 -2.63769 0.83480
H -0.17855 -3.28529 1.14915
H -1.74725 -3.33569 -0.98352
H -1.89609 -3.46061 -3.45310
H 2.37356 -3.35946 -3.72989
H 2.53858 -3.14674 -1.28303
C 2.47099 0.41654 3.67421
N 2.44520 1.27124 2.48759
C 1.67337 2.46988 2.81386
N 0.31896 2.19086 3.26437
C 0.37086 1.27011 4.40583
N 1.14772 0.05400 4.15407
C 0.45943 -0.86930 3.25316
P 0.04207 0.00241 1.67813
C 1.81397 0.56353 1.36842
C -0.53385 1.67951 2.19117
H 2.98959 0.96032 4.46657
H 3.03340 -0.49218 3.45004
H 1.63030 3.11775 1.93491
H 2.20013 3.00001 3.61040
H -0.64561 0.99244 4.68398
H 0.83771 1.79900 5.23948
H -0.45020 -1.24372 3.70883
H 1.11978 -1.70910 3.02377
H 1.83018 1.24470 0.51318
H 2.42317 -0.31575 1.12287
H -1.56718 1.61654 2.51498
H -0.47036 2.34496 1.32433
*
```

HOMO ... -8.24 eV
Energy above the lowest of the compared OMol25 structures with the same formula, charge and spin ... 23.8 kcal/mol
LUMO ... -1.02 eV

The following is a DFT calculation (ωB97M-V/def2-TZVPD) of 2 unconnected molecules or ions with the total composition CH8N2O2Si2 at a distorted geometry.

Geometry as ORCA input:
```
! wB97M-V def2-TZVPD RIJCOSX def2/J DEFGRID3
* xyz 0 1
C 1.45400 0.03071 -0.06281
N 2.73834 -0.28865 0.23444
N 0.54599 -0.94640 -0.16830
O 1.16828 1.20417 -0.08996
O -1.88104 -1.69817 0.67889
Si -1.43870 1.68233 0.17248
Si -1.17266 -0.50101 -0.26931
H 3.16946 -1.23305 0.10296
H 3.29806 0.25292 0.81941
H 0.93498 -1.84610 0.02491
H -2.77390 -1.89681 0.48558
H -2.83172 2.00874 -0.24560
H -0.56997 2.03157 -0.98175
H -1.36312 2.23441 1.42735
H -1.27801 -1.03465 -2.12828
*
```

HOMO ... -9.25 eV
Energy above the lowest of the compared OMol25 structures with the same formula, charge and spin ... 43.0 kcal/mol
LUMO ... 0.57 eV

The following is a DFT calculation (ωB97M-V/def2-TZVPD) of 2 unconnected molecules or ions with the total composition C4H8.

Geometry as ORCA input:
```
! wB97M-V def2-TZVPD RIJCOSX def2/J DEFGRID3
* xyz 0 1
C -1.38830 -1.73326 0.51555
C -0.10198 -1.53304 0.72742
H -2.06190 -0.86995 0.56220
H -1.83295 -2.71670 0.32493
H 0.32117 -0.53794 0.90610
H 0.57438 -2.39313 0.79068
C 0.74061 1.40363 -1.26588
C 0.73934 1.86384 -0.01130
H -0.17492 1.43904 -1.86734
H 1.63335 0.96118 -1.72247
H -0.11724 2.34240 0.47704
H 1.66844 1.77394 0.56308
*
```

HOMO ... -9.96 eV
Energy above the lowest of the compared OMol25 structures with the same formula, charge and spin ... 33.6 kcal/mol
SMILES ... C=C.C=C
LUMO ... 1.31 eV

The following is a DFT calculation (ωB97M-V/def2-TZVPD) of a molecular structure, C17H34BrN3O2PtSSi.

Geometry as ORCA input:
```
! wB97M-V def2-TZVPD RIJCOSX def2/J DEFGRID3
* xyz 0 1
Pt 1.43013 -2.09782 0.66926
C 2.43581 -5.75954 2.53741
C 1.79792 -4.59094 1.86702
N 2.48132 -3.60895 1.38010
O 3.84932 -3.61177 1.52045
C 0.36576 -4.47531 1.71949
C -0.61570 -5.52745 2.10707
N -0.02003 -3.36038 1.11447
O -1.19428 -3.12588 0.75783
H 3.50287 -5.79260 2.34364
H 1.96881 -6.68035 2.19009
H 2.27660 -5.69425 3.61599
H 4.12553 -2.80643 1.04949
H -0.40968 -5.90578 3.10942
H -0.60554 -6.37483 1.41629
H -1.61429 -5.09739 2.08955
S 5.36606 0.51762 -0.23715
C 4.03449 -0.35843 0.02447
N 3.07033 -0.99853 0.21182
C -2.68333 1.98200 1.58997
C -1.70901 2.69493 0.63670
C -2.53162 3.57381 -0.32245
C -0.84650 3.61483 1.51466
Si -0.61901 1.47636 -0.36506
Br -0.02389 -0.06939 1.27511
C 1.00345 2.23960 -1.01610
C 1.71211 1.30408 -2.00724
C 2.00512 2.51770 0.11799
C 0.71027 3.55968 -1.75463
C -1.58315 0.44010 -1.64661
C -2.96409 0.03082 -1.11284
C -1.78641 1.25754 -2.93562
C -0.86194 -0.87226 -2.00350
H -3.27968 2.74390 2.10264
H -2.16003 1.40840 2.35562
H -3.37232 1.31154 1.08126
H -3.07472 4.32202 0.26395
H -3.27186 2.99320 -0.87462
H -1.91459 4.11124 -1.04360
H -1.51000 4.24756 2.11324
H -0.20692 4.27497 0.93188
H -0.21833 3.05010 2.20689
H 1.92050 0.32710 -1.57654
H 2.67734 1.74722 -2.27046
H 1.14976 1.16470 -2.93014
H 2.33075 1.59724 0.59987
H 1.61580 3.18289 0.88487
H 2.89545 2.98561 -0.31136
H -0.00565 3.43788 -2.56991
H 1.64495 3.92478 -2.19109
H 0.33784 4.33898 -1.08972
H -3.62569 0.88476 -0.96300
H -2.89007 -0.52838 -0.17764
H -3.43983 -0.62559 -1.84836
H -2.29101 2.20882 -2.75708
H -2.41296 0.67869 -3.62171
H -0.84871 1.46438 -3.45088
H -0.84025 -1.55578 -1.15297
H 0.15110 -0.72813 -2.36940
H -1.42830 -1.36888 -2.79885
*
```

HOMO (alpha / beta) ... -8.14 / -8.14 eV
Energy above the lowest of the compared OMol25 structures with the same formula, charge and spin ... 6.8 kcal/mol
LUMO (alpha / beta) ... -0.21 / -0.21 eV

The following is a DFT calculation (ωB97M-V/def2-TZVPD) of 7 unconnected molecules or ions with the total composition FH12O6 at a distorted geometry.

Geometry as ORCA input:
```
! wB97M-V def2-TZVPD RIJCOSX def2/J DEFGRID3
* xyz -1 1
F 7.85800 12.69000 16.73500
O 10.06700 12.29500 15.38500
H 10.72200 12.48300 16.04600
H 9.23300 12.44100 15.82300
O 6.03000 10.37900 16.07800
H 6.50000 11.17200 16.32400
H 6.18500 9.80800 16.84100
O 5.73600 12.90100 18.19000
H 6.49400 12.86300 17.58800
H 4.94700 12.70600 17.69400
O 8.33000 10.70500 18.16600
H 8.32100 11.55900 17.59000
H 7.38900 10.49000 18.40100
O 6.65100 14.74400 15.28600
H 6.93000 14.77700 14.38800
H 7.10800 14.00200 15.74500
O 8.89300 14.16300 18.55800
H 8.65600 13.50100 17.88200
H 9.46800 14.79500 18.10600
*
```

HOMO ... -6.90 eV
Energy above the lowest of the compared OMol25 structures with the same formula, charge and spin ... 12.1 kcal/mol
LUMO ... 3.81 eV

The following is a DFT calculation (ωB97M-V/def2-TZVPD) of C3H6N2O in the gas phase at a distorted geometry.

Geometry as ORCA input:
```
! wB97M-V def2-TZVPD RIJCOSX def2/J DEFGRID3
* xyz 0 1
O 2.34992 -0.59097 0.67937
N 1.74338 0.32789 -0.16074
C 0.50926 0.29025 0.18038
C -0.58647 1.17518 -0.24816
N -1.47237 -0.01380 -0.37215
C -0.42709 -0.93838 0.13679
H 1.60590 -0.50661 1.35235
H -0.31013 1.70579 -1.15743
H -0.95569 1.88370 0.50345
H -1.68980 -0.19307 -1.34628
H -0.03824 -1.65973 -0.60096
H -0.72866 -1.48025 1.03337
*
```

HOMO ... -9.40 eV
Energy above the lowest of the compared OMol25 structures with the same formula, charge and spin ... 117.6 kcal/mol
SMILES ... ON=C1CNC1
LUMO ... 0.33 eV

The following is a DFT calculation (ωB97M-V/def2-TZVPD) of 8 unconnected molecules or ions with the total composition C5H25NO9 at a distorted geometry.

Geometry as ORCA input:
```
! wB97M-V def2-TZVPD RIJCOSX def2/J DEFGRID3
* xyz 0 1
O -2.05668 -1.09173 2.93097
C -1.05558 -1.78970 2.74995
N -0.61906 -2.04155 1.53352
C 0.66954 -2.78157 1.19665
C 0.87903 -2.98184 -0.30429
C 0.59249 -1.70612 -1.16685
C 1.81814 -0.76232 -1.22441
O 2.22656 -0.34170 0.05100
H -0.70196 -2.36347 3.63020
H -0.88926 -1.45110 0.75021
H 1.46755 -2.28800 1.75086
H 0.53126 -3.72639 1.71916
H 0.37020 -3.92042 -0.84519
H 1.94565 -3.33910 -0.37154
H -0.20100 -1.17517 -0.55632
H 0.19104 -1.88730 -2.21609
H 2.56545 -1.22936 -1.84671
H 1.34201 0.11526 -1.68870
H 1.39921 -0.35764 0.55258
O -1.02042 1.29208 1.56264
H -1.25226 1.11989 2.52863
H -0.52964 2.12394 1.68718
O -3.14643 -0.97199 0.53482
H -2.68818 -0.23719 0.06347
H -2.92014 -0.69860 1.49323
O -1.42473 2.43919 -2.43381
H -2.06003 1.74151 -2.54412
H -1.33029 2.82473 -1.57051
O 2.74409 2.24300 0.00952
H 2.23707 1.90289 -0.73178
H 3.12987 1.47549 0.44599
O 0.65556 3.63629 0.95463
H 0.61643 4.04530 0.07654
H 1.58508 3.29132 0.91614
O -2.61718 1.60580 -0.42125
H -2.02340 1.61074 0.38925
H -3.53998 1.49832 -0.18849
O 1.36794 1.66081 -2.99535
H 1.33755 0.96924 -3.67176
H 0.40445 1.54645 -2.75000
*
```

HOMO ... -10.01 eV
Energy above the lowest of the compared OMol25 structures with the same formula, charge and spin ... 59.3 kcal/mol
SMILES ... O=CNCCCCO.O.O.O.O.O.O.O
LUMO ... 0.35 eV